[1]
The following is a DFT calculation (ωB97M-V/def2-TZVPD) of a structure of composition C47H40ClN2O3P3S2Y at a distorted geometry.

XYZ file:
```
99
Properties=species:S:1:pos:R:3:mulliken_charge:R:1
Y 0.358 0.280 0.476 -1.602
S -1.301 2.253 -1.169 -0.715
P 0.542 3.003 -0.818 2.274
C 1.774 1.863 -0.540 -0.567
P 2.316 1.031 -1.927 2.214
S 1.938 -0.952 -1.886 -0.811
C 4.138 1.254 -2.064 -0.342
C 4.848 0.600 -3.074 -0.179
C 6.223 0.747 -3.187 -0.713
C 6.911 1.546 -2.276 -0.395
C 6.217 2.189 -1.259 -0.828
C 4.831 2.043 -1.155 0.032
C 1.764 1.660 -3.567 0.065
C 2.498 2.624 -4.262 -0.288
C 2.041 3.128 -5.475 -0.800
C 0.839 2.681 -6.004 -0.451
C 0.094 1.730 -5.315 -0.802
C 0.555 1.222 -4.106 -0.276
C 0.953 4.271 -2.089 0.846
C 0.101 4.568 -3.144 -0.537
C 0.465 5.520 -4.096 -0.666
C 1.683 6.177 -3.994 -0.524
C 2.543 5.882 -2.938 -0.639
C 2.180 4.932 -1.993 -0.712
C 0.452 4.098 0.652 0.603
C -0.664 4.914 0.834 -0.699
C -0.730 5.790 1.907 -0.701
C 0.319 5.854 2.819 -0.543
C 1.429 5.041 2.648 -0.674
C 1.498 4.168 1.565 -0.039
H 4.312 -0.035 -3.773 0.356
H 6.762 0.235 -3.979 0.382
H 7.988 1.658 -2.358 0.369
H 6.750 2.803 -0.541 0.407
H 4.265 2.526 -0.365 0.337
H 3.421 3.002 -3.844 0.374
H 2.620 3.882 -5.998 0.376
H 0.479 3.077 -6.948 0.396
H -0.853 1.385 -5.718 0.408
H -0.021 0.480 -3.575 0.253
H -0.840 4.033 -3.226 0.374
H -0.201 5.736 -4.925 0.430
H 1.967 6.914 -4.736 0.390
H 3.498 6.389 -2.857 0.417
H 2.854 4.686 -1.177 0.255
H -1.491 4.841 0.136 0.448
H -1.609 6.408 2.048 0.404
H 0.258 6.518 3.674 0.356
H 2.231 5.057 3.378 0.398
H 2.344 3.502 1.438 0.281
N 0.376 -2.314 0.520 -0.490
C 1.601 -2.668 1.282 -0.715
C 1.800 -1.737 2.471 0.630
O 2.091 -2.230 3.564 -0.737
N 1.657 -0.434 2.144 0.064
C 1.800 0.531 3.229 -0.916
C 0.632 1.507 3.308 0.603
O 0.574 2.292 4.241 -0.774
O -0.241 1.406 2.339 0.400
H -0.424 -2.698 1.005 0.046
H 0.404 -2.732 -0.397 0.345
H 2.449 -2.538 0.614 0.270
H 1.595 -3.685 1.661 0.409
H 2.703 1.132 3.102 0.284
H 1.881 0.028 4.189 0.465
Cl -2.075 -1.087 -1.086 -0.041
C -3.280 -1.863 -0.086 0.629
C -4.191 -2.687 -0.733 -0.647
C -5.182 -3.301 0.012 -0.554
C -5.257 -3.085 1.385 -0.785
C -4.334 -2.259 2.005 -0.164
C -3.318 -1.629 1.285 -0.216
P -2.073 -0.487 2.042 1.641
C -1.560 -1.438 3.522 0.251
C -1.018 -0.769 4.624 -0.528
C -0.463 -1.483 5.679 -0.809
C -0.436 -2.871 5.652 -0.653
C -0.967 -3.546 4.563 -0.663
C -1.520 -2.835 3.505 -0.725
C -3.227 0.783 2.694 0.824
C -3.463 1.905 1.901 -0.339
C -4.356 2.886 2.314 -0.579
C -5.014 2.764 3.533 -0.499
C -4.777 1.654 4.333 -0.759
C -3.887 0.670 3.915 -0.376
H -4.120 -2.835 -1.806 0.485
H -5.899 -3.946 -0.483 0.368
H -6.036 -3.563 1.969 0.409
H -4.393 -2.092 3.076 0.328
H -1.012 0.317 4.657 0.594
H -0.028 -0.943 6.514 0.427
H 0.020 -3.424 6.466 0.363
H -0.938 -4.629 4.525 0.395
H -1.940 -3.382 2.668 0.260
H -2.920 2.035 0.972 0.005
H -4.519 3.757 1.688 0.445
H -5.696 3.538 3.866 0.368
H -5.278 1.555 5.290 0.404
H -3.709 -0.189 4.551 0.314
```

**Net charge**: -1
**HOMO**: -4.78 eV
**Maximum force**: 1.10 eV/A

[2]
The following is a DFT calculation (ωB97M-V/def2-TZVPD) of a cluster of 2 separate species, C7H17B2F3NO5 in total.

XYZ file:
```
35
Properties=species:S:1:pos:R:3:nbo_charge:R:1
C -0.528 -0.645 0.821 -0.623
C -0.143 -1.567 -0.330 0.078
O -0.149 -0.748 -1.499 -0.733
C -1.132 -2.761 -0.440 -0.052
O -2.113 -2.546 -1.377 -0.739
B -3.565 -2.750 -0.983 -0.252
B -4.442 -1.289 -0.825 0.854
N -5.769 -1.172 -0.106 -1.157
O -4.063 -0.114 -1.464 -0.927
H -1.420 -0.094 0.511 0.219
H -0.800 -1.245 1.690 0.203
H 0.244 0.074 1.095 0.193
H 0.870 -1.962 -0.166 0.131
H -0.055 -1.329 -2.260 0.470
H -1.550 -2.944 0.561 0.160
H -0.547 -3.668 -0.699 0.123
H -3.661 -3.487 0.015 -0.098
H -4.171 -3.334 -1.903 -0.062
H -5.571 -1.479 0.845 0.361
H -6.367 -1.925 -0.444 0.359
H -3.102 -0.046 -1.473 0.491
C 3.926 4.493 0.177 -0.638
C 3.546 3.252 -0.596 -0.078
O 3.806 2.052 0.172 -0.482
C 2.878 1.736 1.063 0.696
O 1.880 2.338 1.320 -0.535
C 3.240 0.391 1.740 0.899
F 4.526 0.367 2.123 -0.319
F 3.031 -0.613 0.890 -0.301
F 2.491 0.202 2.821 -0.299
H 4.970 4.445 0.489 0.210
H 3.791 5.371 -0.455 0.218
H 3.301 4.605 1.062 0.227
H 4.154 3.132 -1.490 0.193
H 2.496 3.260 -0.885 0.209
```

**Net charge**: -1
**HOMO**: -3.11 eV
**Maximum force**: 0.92 eV/A

[3]
The following is a DFT calculation (ωB97M-V/def2-TZVPD) of a structure of composition C13H13I4N3O4 at a distorted geometry.

XYZ file:
```
37
Properties=species:S:1:pos:R:3:nbo_charge:R:1
C 4.287 0.253 -0.371 -0.681
C 4.218 -1.273 -0.441 -0.113
I 6.075 -2.291 -0.663 0.200
C 3.051 -1.917 -0.400 -0.209
I 3.004 -4.061 -0.554 0.193
C 1.717 -1.265 -0.279 -0.170
C 0.800 -1.417 -1.367 0.290
N 1.158 -2.154 -2.533 -0.810
C -0.468 -0.865 -1.297 -0.279
C -0.834 -0.177 -0.149 0.342
C -2.229 0.402 -0.039 -0.446
I -2.594 1.597 -1.799 0.196
C -3.259 -0.760 -0.093 -0.267
C -4.654 -0.341 0.414 -0.657
I -2.526 -2.364 1.225 0.038
N 0.041 -0.044 0.832 -0.484
C 1.277 -0.563 0.793 0.537
O 2.076 -0.380 1.906 -0.434
C 2.205 0.910 2.204 0.484
N 2.623 1.999 2.188 -0.297
H 3.934 0.707 -1.306 0.237
H 3.806 0.665 0.515 0.231
H 5.349 0.520 -0.293 0.245
H 0.276 -2.535 -2.873 0.379
H 1.419 -1.490 -3.265 0.394
H -1.179 -0.954 -2.113 0.258
H -2.339 1.049 0.855 0.346
H -3.337 -1.216 -1.083 0.216
H -5.312 -0.028 -0.407 0.236
H -5.121 -1.235 0.847 0.225
H -4.605 0.421 1.198 0.245
H -0.258 0.474 1.662 0.484
C -2.091 3.561 1.164 0.955
O -1.831 2.436 1.723 -0.903
O -1.095 4.509 1.393 -0.729
O -3.049 3.894 0.470 -0.727
H -0.536 3.932 1.936 0.474
```

**HOMO**: -8.20 eV
**Maximum force**: 2.11 eV/A

Here are the calculated energy numbers, same order: -121622.55468; -28770.35679; -58751.53998 (eV).